<w>
ORCA calculation (ωB97M-V/def2-TZVPD) on 3 unconnected molecules or ions with the total composition C4H16N2O2.

Its HOMO energy is -18.30 eV. The gap between HOMO and LUMO comes out at 11.88 eV. Its total charge is +2. The spin multiplicity is 1.

Geometry as XYZ:
```
24
Properties=species:S:1:pos:R:3:mulliken_charge:R:1
C 1.453 0.707 -1.869 -0.63
C 0.064 1.328 -2.009 -0.80
C -0.786 0.962 -0.833 -0.17
C -1.559 -0.102 -0.766 -0.43
N -2.186 -0.432 0.532 -0.16
N 2.051 1.019 -0.519 -0.12
H 1.389 -0.374 -1.928 0.38
H 2.119 1.071 -2.640 0.41
H 0.131 2.413 -2.113 0.35
H -0.351 0.968 -2.946 0.39
H -0.701 1.561 0.072 0.42
H -1.777 -0.787 -1.568 0.38
H -3.043 0.099 0.709 0.41
H -2.454 -1.420 0.576 0.41
H -1.495 -0.250 1.276 0.33
H 2.149 2.025 -0.393 0.39
H 1.458 0.622 0.237 0.18
H 2.987 0.616 -0.437 0.42
H 0.034 -2.938 3.243 0.33
H 0.845 -3.348 2.013 0.32
O 0.268 -2.649 2.345 -0.66
H 0.378 -0.992 1.931 0.40
H 0.327 0.445 2.499 0.32
O 0.257 -0.042 1.667 -0.85
```

<x>
ORCA calculation (ωB97M-V/def2-TZVPD) on 2 unconnected molecules or ions with the total composition C4H16N2O2.

Its HOMO energy is -19.13 eV. The gap between HOMO and LUMO comes out at 12.56 eV. Its total charge is +2. The spin multiplicity is 1.

Geometry as XYZ:
```
24
Properties=species:S:1:pos:R:3:mulliken_charge:R:1
C 1.220 -1.431 -0.129 -0.71
O 1.823 -0.292 -0.705 -0.55
C -0.245 -1.367 -0.534 0.04
C -0.994 -0.130 -0.029 -0.83
C -0.811 1.122 -0.892 -0.91
N 0.426 1.895 -0.523 -0.14
N -0.921 -2.612 0.008 -0.29
H 1.677 -2.345 -0.497 0.46
H 1.326 -1.425 0.960 0.37
H 2.779 -0.400 -0.739 0.34
H -0.310 -1.444 -1.617 0.35
H -0.726 0.083 1.010 0.37
H -2.059 -0.338 -0.048 0.50
H -1.650 1.788 -0.742 0.41
H -0.740 0.873 -1.946 0.44
H 1.244 1.270 -0.586 0.32
H 0.329 2.270 0.448 0.30
H 0.548 2.682 -1.158 0.42
H -1.908 -2.644 -0.263 0.37
H -0.494 -3.472 -0.350 0.39
H -0.895 -2.646 1.028 0.37
H 0.852 2.770 2.728 0.31
H -0.586 3.189 2.448 0.32
O 0.113 2.606 2.128 -0.65
```

<y>
ORCA calculation (ωB97M-V/def2-TZVPD) on 3 unconnected molecules or ions with the total composition C4H16N2O2.

Its HOMO energy is -17.74 eV. The gap between HOMO and LUMO comes out at 10.43 eV. Its total charge is +2. The spin multiplicity is 1.

Geometry as XYZ:
```
24
Properties=species:S:1:pos:R:3:mulliken_charge:R:1
C 1.658 0.628 -1.263 -0.64
C 1.116 -0.470 -0.324 -0.69
C 1.506 -0.143 1.116 -0.80
C 0.365 0.003 3.214 -0.07
N 0.289 0.090 1.966 0.08
N 1.593 0.145 -2.718 -0.28
H 0.960 1.449 -1.159 0.33
H 2.701 0.859 -1.079 0.39
H 0.031 -0.503 -0.412 0.45
H 1.348 -1.488 -0.649 0.49
H 2.051 -0.942 1.609 0.43
H 2.112 0.733 1.255 0.48
H 1.196 -0.310 3.846 0.29
H -0.457 0.172 3.904 0.28
H -0.608 0.294 1.498 0.25
H 1.026 -0.701 -2.773 0.35
H 2.564 -0.030 -2.983 0.37
H 1.224 0.791 -3.424 0.36
H -2.775 -1.211 0.991 0.28
H -2.726 0.057 0.267 0.38
O -2.161 -0.472 0.868 -0.68
H -4.704 1.043 -1.169 0.33
H -4.331 -0.408 -1.476 0.33
O -3.975 0.414 -1.107 -0.69
```

It is <x> that is the most stable of them.

<w>
ORCA calculation (ωB97M-V/def2-TZVPD) on a single C5H4Cl2S molecule.

Its HOMO energy is -8.34 eV. The gap between HOMO and LUMO comes out at 8.50 eV. Its SMILES is ClC1=CSCC(Cl)=C1. The spin multiplicity is 1.

Geometry as XYZ:
```
12
Properties=species:S:1:pos:R:3:mulliken_charge:R:1
Cl 2.793 -1.373 -0.050 -0.21
C 1.337 -0.430 -0.177 0.38
C 1.414 0.909 -0.221 -0.51
S -0.004 1.930 -0.356 -0.11
C -1.212 0.842 0.440 -0.72
C -1.094 -0.568 -0.061 0.26
Cl -2.577 -1.449 -0.241 -0.20
C 0.091 -1.169 -0.289 -0.35
H 2.373 1.405 -0.209 0.38
H -1.103 0.867 1.541 0.32
H -2.174 1.256 0.226 0.42
H 0.155 -2.219 -0.604 0.34
```

<x>
ORCA calculation (ωB97M-V/def2-TZVPD) on a single C5H4Cl2S molecule.

Its HOMO energy is -9.04 eV. The gap between HOMO and LUMO comes out at 7.95 eV. Its SMILES is S=C1C=C[C@@H](Cl)[C@H]1Cl. The spin multiplicity is 1.

Geometry as XYZ:
```
12
Properties=species:S:1:pos:R:3:mulliken_charge:R:1
S 2.390 1.151 1.247 -0.22
C 1.061 0.605 0.461 0.01
C 0.127 1.433 -0.315 -0.46
C -0.966 0.659 -0.554 -0.35
C -0.895 -0.694 0.051 0.00
Cl -1.646 -1.979 -1.002 -0.17
C 0.616 -0.842 0.371 -0.16
Cl 1.560 -1.667 -0.917 -0.14
H 0.255 2.469 -0.595 0.45
H -1.934 0.938 -1.027 0.35
H -1.407 -0.700 1.005 0.32
H 0.840 -1.373 1.274 0.36
```

It is <w> that is the most stable of them.

<w>
ORCA calculation (ωB97M-V/def2-TZVPD) on 2 unconnected molecules or ions with the total composition C2H10N2.

Its HOMO energy is -8.93 eV. The gap between HOMO and LUMO comes out at 10.03 eV. Its SMILES is NCN.C. The spin multiplicity is 1.

Geometry as XYZ:
```
14
Properties=species:S:1:pos:R:3:mulliken_charge:R:1
N 0.050 -1.831 3.769 -0.65
C -0.678 -0.692 3.123 -0.23
N -0.130 0.673 3.077 -0.48
H -0.383 -2.633 3.213 0.29
H 0.965 -1.776 3.356 0.25
H -0.857 -0.942 2.049 0.22
H -1.646 -0.544 3.715 0.21
H 0.779 0.908 3.253 0.18
H -0.824 1.266 3.597 0.22
C 0.529 1.101 -5.859 -0.90
H 0.095 0.412 -6.558 0.22
H 0.672 0.612 -4.908 0.23
H -0.075 2.038 -5.643 0.21
H 1.503 1.408 -6.183 0.23
```

<x>
ORCA calculation (ωB97M-V/def2-TZVPD) on 2 unconnected molecules or ions with the total composition C2H10N2.

Its HOMO energy is -8.96 eV. The gap between HOMO and LUMO comes out at 9.95 eV. Its SMILES is CN.CN. The spin multiplicity is 1.

Geometry as XYZ:
```
14
Properties=species:S:1:pos:R:3:mulliken_charge:R:1
C -2.440 0.052 -0.381 -0.66
N -1.603 0.762 0.570 -0.64
H -1.924 -0.832 -0.765 0.23
H -3.370 -0.266 0.098 0.29
H -2.691 0.704 -1.222 0.27
H -1.362 0.147 1.345 0.24
H -0.712 1.001 0.122 0.30
C 2.417 -0.071 0.414 -0.73
N 1.311 -0.093 -0.529 -0.53
H 2.105 0.402 1.349 0.26
H 2.755 -1.088 0.630 0.28
H 3.256 0.497 0.002 0.29
H 0.614 -0.764 -0.208 0.20
H 1.645 -0.451 -1.425 0.22
```

It is <x> that is the most stable of them.